# 1
The following is a quantum chemistry calculation of a molecular structure, C20H37N6NaO3S, from OMol25.

Calculated values
Max |F|, Eh/bohr: 0.0052
Kohn-Sham gap, eV: 8.68
DFT total energy, Ha: -1899.107135
Energy relative to the best compared isomer or geometry (same formula, charge and spin), kJ/mol: 15.5

Cartesian coordinates (Å):
Na -0.14 0.64 -0.47
C -3.57 -1.77 1.41
C -2.29 -1.23 2.00
C -2.15 0.15 2.22
C -3.36 1.03 1.98
C -0.95 0.67 2.70
C -0.74 2.16 2.86
C 0.09 -0.20 3.06
C 1.35 0.36 3.69
C -0.06 -1.58 2.90
C 1.04 -2.53 3.30
C -1.25 -2.10 2.37
C -1.42 -3.59 2.23
H -4.04 -1.03 0.77
H -4.28 -2.06 2.19
H -3.38 -2.65 0.80
H -3.54 1.21 0.92
H -3.26 2.00 2.48
H -4.25 0.56 2.38
H 0.25 2.45 2.52
H -0.84 2.47 3.90
H -1.45 2.73 2.27
H 2.13 0.56 2.94
H 1.77 -0.33 4.42
H 1.15 1.30 4.20
H 2.03 -2.07 3.25
H 1.06 -3.42 2.67
H 0.90 -2.88 4.33
H -0.96 -3.97 1.31
H -2.47 -3.87 2.21
H -0.97 -4.12 3.07
N 1.69 -1.54 0.29
N 2.63 -1.38 -0.75
C 2.27 -0.51 -1.82
O 3.19 0.04 -2.41
O 1.02 -0.43 -2.05
H 1.96 -1.01 1.12
H 1.65 -2.51 0.56
H 3.59 -1.24 -0.46
C -0.22 -3.55 -3.86
C -1.08 -2.35 -3.71
N -1.59 -1.64 -4.68
N -2.22 -0.62 -4.03
C -2.11 -0.67 -2.70
S -2.69 0.39 -1.53
N -1.41 -1.81 -2.50
N -0.96 -2.31 -1.28
H -0.19 -3.84 -4.90
H -0.61 -4.37 -3.25
H 0.79 -3.32 -3.52
H -2.69 0.10 -4.55
H -0.08 -1.81 -1.10
H -1.64 -2.01 -0.58
C -1.78 3.91 -0.32
C -0.50 3.64 -1.08
O 0.40 2.93 -0.23
C 1.72 2.86 -0.78
C 2.61 2.16 0.22
H -2.48 4.44 -0.96
H -1.58 4.53 0.56
H -2.25 2.98 0.00
H -0.03 4.58 -1.39
H -0.71 3.05 -1.98
H 2.08 3.87 -0.98
H 1.70 2.30 -1.73
H 2.66 2.71 1.16
H 3.61 2.06 -0.20
H 2.26 1.14 0.43

=====

# 2
The following is a quantum chemistry calculation of a molecular structure, C48H62IN2O8Y in a non-equilibrium geometry, from OMol25.

Calculated values
Max |F|, Eh/bohr: 0.0653
Total charge: -2
Kohn-Sham gap, eV: 6.34
DFT total energy, Ha: -2913.873851
Energy relative to the best compared isomer or geometry (same formula, charge and spin), kJ/mol: 136.4

Cartesian coordinates (Å):
Y 1.89 -1.60 -2.42
C -0.25 0.62 0.32
O 0.67 0.44 -0.73
C 1.12 1.65 -1.25
C 2.33 2.17 -0.79
C 3.30 1.35 0.04
C 2.79 0.50 1.17
C 2.61 1.04 2.43
C 2.27 0.27 3.54
C 2.07 -1.09 3.31
C 2.20 -1.66 2.06
C 1.83 -3.12 1.86
C 0.37 -3.11 1.51
C -0.56 -2.92 2.53
C -1.90 -2.73 2.28
C -2.32 -2.76 0.96
C -1.44 -2.97 -0.10
C -1.97 -2.89 -1.51
C -2.35 -1.46 -1.80
C -3.61 -0.96 -1.54
C -3.95 0.37 -1.76
C -2.94 1.21 -2.21
C -1.67 0.75 -2.51
C -0.66 1.67 -3.12
C 0.43 2.30 -2.28
C 0.93 3.51 -2.74
C 2.10 4.08 -2.27
C 2.79 3.38 -1.29
C 2.66 5.32 -2.94
C 3.03 4.92 -4.38
C 1.61 6.44 -2.96
C 3.91 5.85 -2.24
C -1.34 -0.62 -2.36
O -0.20 -1.09 -2.74
C -5.39 0.83 -1.56
C -5.82 0.65 -0.09
C -5.59 2.30 -1.93
C -6.31 -0.02 -2.46
C -0.08 -3.15 0.19
O 0.83 -3.37 -0.84
C 1.05 -4.76 -1.05
C -2.91 -2.41 3.38
C -4.04 -3.44 3.36
C -3.46 -1.01 3.12
C -2.27 -2.42 4.78
C 2.59 -0.89 0.94
O 2.82 -1.43 -0.23
C 2.08 0.91 4.91
C 1.94 -0.13 6.04
C 3.29 1.79 5.26
C 0.81 1.76 4.88
H 0.22 1.12 1.18
H -0.59 -0.37 0.64
H -1.13 1.19 -0.01
H 4.07 2.03 0.44
H 3.79 0.67 -0.67
H 2.77 2.11 2.54
H 1.81 -1.75 4.13
H 1.99 -3.68 2.79
H 2.44 -3.55 1.08
H -0.18 -2.91 3.54
H -3.36 -2.59 0.71
H -2.83 -3.55 -1.61
H -1.20 -3.18 -2.23
H -4.36 -1.65 -1.18
H -3.13 2.27 -2.35
H -1.18 2.48 -3.65
H -0.12 1.08 -3.87
H 0.41 3.97 -3.57
H 3.75 3.73 -0.94
H 2.14 4.71 -4.96
H 3.63 4.02 -4.36
H 3.58 5.72 -4.87
H 0.69 6.12 -3.44
H 1.99 7.31 -3.51
H 1.37 6.76 -1.94
H 4.72 5.13 -2.31
H 3.71 6.07 -1.19
H 4.24 6.78 -2.72
H -5.17 1.23 0.57
H -5.74 -0.40 0.20
H -6.85 0.97 0.05
H -4.98 2.95 -1.30
H -6.63 2.59 -1.80
H -5.31 2.47 -2.97
H -6.26 -1.07 -2.18
H -5.99 0.07 -3.49
H -7.34 0.31 -2.38
H 0.10 -5.26 -1.30
H 1.48 -5.24 -0.16
H 1.74 -4.86 -1.89
H -4.58 -3.42 2.42
H -4.75 -3.24 4.16
H -3.64 -4.45 3.50
H -3.90 -0.93 2.13
H -2.66 -0.27 3.19
H -4.23 -0.75 3.85
H -1.88 -3.40 5.02
H -3.03 -2.17 5.52
H -1.48 -1.69 4.84
H 2.80 -0.79 6.06
H 1.04 -0.72 5.92
H 1.88 0.39 7.00
H 4.21 1.21 5.22
H 3.18 2.20 6.27
H 3.39 2.62 4.57
H -0.05 1.13 4.65
H 0.88 2.53 4.11
H 0.64 2.25 5.84
O 4.51 -3.57 -0.15
H 3.90 -2.80 -0.10
H 5.17 -3.30 -0.80
O 1.70 -5.35 -4.11
N 0.75 -4.60 -4.34
O -0.22 -4.99 -4.98
O 0.78 -3.42 -3.92
I 5.60 -1.92 -3.21
C 3.63 -2.89 -3.34
H 3.83 -3.89 -2.96
H 3.52 -3.01 -4.43
N 2.86 1.16 -4.17
C 2.57 0.24 -3.53

=====

# 3
The following is a quantum chemistry calculation of a gas-phase ion, C4H9N4 (charge +1) in a non-equilibrium geometry, from OMol25.

Calculated values
Max |F|, Eh/bohr: 0.1159
Total charge: +1
Kohn-Sham gap (alpha / beta), eV: 8.09 / 8.09
DFT total energy, Ha: -376.414216
SMILES: [H]/N=C(C)/C=N\CN=[NH2+]
Energy relative to the best compared isomer or geometry (same formula, charge and spin), kJ/mol: 506.1

Cartesian coordinates (Å):
H 1.23 0.92 -1.38
N 0.78 0.51 -0.65
C 1.06 0.29 0.59
C 2.24 -0.01 1.35
C -0.16 0.17 1.52
N -1.32 -0.10 1.27
C -1.81 -0.61 -0.02
N -0.73 -1.08 -0.93
N -0.95 -1.23 -2.15
H 2.34 0.77 2.23
H 3.10 0.14 0.69
H 2.14 -0.95 1.73
H 0.07 0.50 2.55
H -2.18 -1.64 0.21
H -2.69 -0.01 -0.31
H -1.60 -0.87 -2.88
H -0.20 -1.49 -2.80

=====

# 4
The following is a quantum chemistry calculation of a molecular structure, C4H16As3F18N8O4Tl in a non-equilibrium geometry, from OMol25.

Calculated values
Max |F|, Eh/bohr: 0.1252
Kohn-Sham gap, eV: 1.42
DFT total energy, Ha: -9578.383417
Energy relative to the best compared isomer or geometry (same formula, charge and spin), kJ/mol: 551.6

Cartesian coordinates (Å):
Tl -21.69 -19.05 -11.16
As -18.23 -22.88 -6.83
F -16.73 -22.32 -7.64
F -17.26 -24.02 -5.82
F -19.78 -23.30 -6.03
F -19.11 -21.64 -7.83
F -18.45 -24.16 -8.03
F -18.01 -21.67 -5.55
As -22.38 -20.91 -17.50
F -22.10 -20.45 -15.74
F -24.02 -20.20 -17.43
F -22.50 -21.22 -19.23
F -20.70 -21.63 -17.45
F -23.19 -22.49 -17.07
F -21.62 -19.31 -17.91
As -22.19 -12.53 -10.98
F -22.17 -12.56 -12.78
F -21.81 -14.28 -10.85
F -22.17 -12.45 -9.20
F -22.45 -10.75 -11.07
F -23.90 -12.82 -10.91
F -20.41 -12.33 -10.96
C -16.65 -16.58 -8.83
O -17.41 -17.17 -9.68
N -16.02 -17.13 -7.86
N -16.45 -15.33 -8.73
H -15.97 -18.14 -7.82
H -15.49 -16.58 -7.19
H -16.05 -14.97 -7.88
H -16.82 -14.73 -9.45
C -26.55 -22.07 -13.06
O -25.69 -21.33 -12.82
N -26.82 -22.59 -14.25
N -27.40 -22.45 -12.14
H -27.70 -23.03 -14.51
H -26.07 -22.53 -14.92
H -28.25 -22.94 -12.34
H -27.27 -22.00 -11.24
C -20.97 -16.60 -5.70
O -21.27 -16.94 -6.83
N -20.39 -17.39 -4.81
N -21.08 -15.33 -5.30
H -20.05 -18.29 -5.10
H -20.12 -17.09 -3.89
H -20.88 -15.02 -4.37
H -21.36 -14.63 -5.97
C -26.83 -16.75 -8.69
O -25.90 -17.36 -9.20
N -27.88 -17.29 -8.14
N -26.92 -15.44 -8.62
H -28.02 -18.29 -8.18
H -28.56 -16.72 -7.66
H -26.15 -14.89 -8.98
H -27.78 -15.05 -8.25

=====

# 5
The following is a quantum chemistry calculation of 11 unconnected molecules or ions with the total composition C3H26ClN6O14 in a non-equilibrium geometry, from OMol25.

Calculated values
Max |F|, Eh/bohr: 0.0488
Total charge: -1
Kohn-Sham gap, eV: 8.64
DFT total energy, Ha: -1971.902998

Cartesian coordinates (Å):
Cl -0.42 0.50 -0.03
O -1.68 0.11 0.57
O -0.74 1.40 -1.11
O 0.47 1.01 0.94
O 0.22 -0.67 -0.56
O 2.81 -1.58 0.18
H 3.36 -2.04 -0.46
H 1.97 -1.44 -0.28
O 1.11 1.96 -3.85
H 0.99 1.69 -2.93
H 0.46 1.44 -4.36
O -2.45 -2.11 -1.40
H -2.24 -1.37 -0.82
H -3.33 -1.90 -1.74
O -2.89 1.39 3.12
H -2.49 1.26 2.25
H -3.61 2.00 2.98
O 2.65 1.23 -1.60
H 3.51 1.44 -1.21
H 2.03 1.35 -0.87
O 3.21 0.60 2.21
H 3.95 1.21 2.14
H 2.46 1.14 2.51
O -0.25 -2.18 -3.94
H -0.17 -1.22 -3.79
H -0.03 -2.29 -4.87
C -1.80 1.16 -5.10
O -0.95 0.40 -4.63
N -2.39 0.85 -6.30
N -2.20 2.23 -4.43
H -1.90 0.16 -6.84
H -2.77 1.59 -6.86
H -2.93 2.87 -4.69
H -1.59 2.32 -3.62
C 0.68 1.13 4.70
O -0.53 0.95 4.70
N 1.53 0.43 5.49
N 1.31 2.06 3.94
H 1.07 -0.20 6.12
H 2.48 0.68 5.68
H 0.70 2.61 3.35
H 2.19 2.47 4.20
C 0.31 -2.81 2.58
O 1.43 -2.31 2.55
N 0.00 -3.81 3.48
N -0.83 -2.44 1.93
H 0.71 -4.29 4.00
H -0.88 -4.28 3.36
H -1.67 -2.96 2.09
H -0.87 -1.71 1.24

=====

# 6
The following is a quantum chemistry calculation of a molecular structure, C12H27Cl4N2O5V in a non-equilibrium geometry, from OMol25.

Calculated values
Max |F|, Eh/bohr: 0.0923
Kohn-Sham gap, eV: 3.97
DFT total energy, Ha: -3743.648620

Cartesian coordinates (Å):
O -0.49 -4.96 0.77
V -1.83 -4.17 0.66
O -2.74 -4.96 -0.40
C 0.54 1.40 -0.16
C 0.44 0.00 -0.86
O -0.63 -0.81 -0.63
H 0.48 1.19 0.91
H -0.34 1.95 -0.48
H 1.49 1.84 -0.48
H 1.32 -0.51 -0.47
H 0.59 0.14 -1.93
C 0.71 2.54 7.55
C 1.49 1.83 6.48
O 2.12 2.59 5.70
N 1.29 0.46 6.50
C 1.68 -0.18 5.26
H 0.28 1.72 8.13
H -0.15 3.11 7.21
H 1.33 3.19 8.18
H 0.68 -0.06 7.11
H 1.68 -1.23 5.57
H 2.71 0.06 5.00
H 0.95 -0.21 4.45
C -4.51 -2.45 -4.93
C -3.66 -3.63 -5.15
O -4.07 -4.53 -5.83
N -2.47 -3.60 -4.60
C -1.45 -4.65 -4.56
H -5.31 -2.82 -4.28
H -4.88 -2.25 -5.93
H -3.89 -1.66 -4.51
H -2.04 -2.80 -4.14
H -1.35 -4.89 -5.62
H -1.72 -5.58 -4.07
H -0.46 -4.33 -4.22
Cl -3.18 6.26 -1.46
C -4.03 5.43 -2.80
C -3.50 4.02 -3.11
Cl -4.35 3.39 -4.49
H -3.92 6.09 -3.65
H -5.08 5.36 -2.51
H -3.69 3.30 -2.31
H -2.44 4.11 -3.33
Cl 6.96 1.99 1.37
C 6.25 0.40 1.55
C 6.78 -0.46 0.45
Cl 6.77 0.04 -1.22
H 5.16 0.48 1.49
H 6.52 -0.04 2.51
H 6.17 -1.36 0.51
H 7.77 -0.75 0.79